Below is a 2-piece molecular cluster, CCl3FO2S overall, with properties calculated with ωB97M-V/def2-TZVPD.

Positions of all 8 atoms, in Å:
C: -1.11 -0.37 0.04
O: -0.07 2.14 0.76
O: 2.30 -0.88 0.02
F: -1.80 -1.13 0.88
S: 0.12 0.76 1.09
Cl: -2.29 0.73 -0.79
Cl: -0.13 -1.36 -1.06
Cl: 3.00 0.11 -0.94

As for the energy: -2067.0288 hartree. The orbital gap (alpha / beta) comes out at 9.06 / 6.83 eV. The calculation puts the HOMO energy (alpha / beta) at -0.383 / -0.344 hartree. The value obtained for the energy relative to the best compared isomer or geometry (same formula, charge and spin) is 4.716 eV.

Mulliken charges, unit e, in atom order: 0.3657, -0.3722, -0.2372, -0.1669, 0.4034, -0.1163, -0.0932, 0.2169

---

Below is C10H20Br2O6P as an isolated structure, with properties calculated with ωB97M-V/def2-TZVPD.

Positions of all 39 atoms, in Å:
C: 3.64 -2.24 0.59
C: 3.41 -1.13 1.70
O: 3.06 -1.48 2.83
O: 3.62 0.25 1.44
C: 2.36 0.93 1.10
C: 2.61 1.73 -0.25
C: 1.56 1.45 -1.42
C: 1.13 -0.09 -1.59
C: -0.40 -0.21 -1.05
C: -0.81 -1.74 -1.21
C: -2.08 -2.20 -0.36
C: -2.67 -1.11 0.63
O: -3.56 -0.20 -0.09
P: -3.45 1.38 0.52
O: -2.32 2.15 -0.20
O: -4.91 2.21 0.11
O: -3.26 1.47 2.21
Br: -1.59 2.19 2.59
H: 2.63 -2.69 0.36
H: 4.41 -3.01 0.93
H: 4.00 -1.69 -0.35
H: 1.47 0.23 1.09
H: 2.18 1.65 1.96
H: 2.50 2.84 0.01
H: 3.70 1.62 -0.61
H: 2.07 1.74 -2.40
H: 0.60 2.05 -1.31
H: 1.73 -0.80 -0.91
H: 1.23 -0.45 -2.66
H: -1.00 0.44 -1.76
H: -0.37 0.17 0.01
H: -1.08 -1.89 -2.31
H: 0.05 -2.46 -1.01
H: -2.92 -2.49 -1.08
H: -1.79 -3.18 0.16
H: -1.89 -0.58 1.27
H: -3.34 -1.67 1.37
H: -4.78 2.39 -0.86
Br: -5.75 4.39 0.55

As for the energy: -6333.8431 hartree. The orbital gap comes out at 4.44 eV. The calculation puts the HOMO energy at -0.112 hartree. The value obtained for the energy relative to the best compared isomer or geometry (same formula, charge and spin) is 2.153 eV. As for the net charge: -1.

Mulliken charges, unit e, in atom order: -0.7735, 0.6596, -0.5372, -0.4040, -0.2281, -0.5934, -0.6744, -0.2149, 0.0337, -0.5010, -0.7419, -0.1563, -0.2791, 0.8207, -0.5746, -0.4090, -0.4083, 0.1127, 0.1477, 0.3362, 0.2724, 0.2586, 0.2698, 0.2406, 0.3327, 0.2934, 0.3358, -0.3115, 0.5216, 0.3234, -0.1636, 0.2306, 0.1978, 0.2783, 0.2895, 0.1904, 0.3376, 0.3351, -0.8474

---

Below is C13H33BiCl2N2O2P2 as an isolated structure, with properties calculated with ωB97M-V/def2-TZVPD.

Positions of all 55 atoms, in Å:
C: 1.13 0.02 -5.88
C: 0.84 0.07 -4.43
H: 2.21 0.07 -6.07
H: 0.63 0.87 -6.36
H: 0.71 -0.91 -6.29
O: 1.62 0.14 -3.49
Cl: -0.94 0.02 -4.12
Bi: 0.08 -0.03 -1.30
P: -0.19 2.72 -1.21
C: 0.97 3.65 -0.16
C: -0.10 3.56 -2.81
H: -0.29 4.63 -2.65
H: -1.91 4.29 -0.58
H: -0.85 3.16 -3.50
H: -2.62 2.73 -1.12
H: 1.99 3.55 -0.56
H: 0.90 3.43 -3.25
C: -1.82 3.20 -0.54
H: 0.68 4.72 -0.17
H: -1.90 2.86 0.50
H: 0.94 3.27 0.87
P: 0.11 -2.80 -0.88
C: 1.32 -3.53 0.27
C: -1.47 -3.38 -0.17
H: -0.39 -3.48 -3.15
H: 0.07 -4.87 -2.10
H: 1.33 -3.76 -2.73
C: 0.29 -3.82 -2.36
H: -2.31 -2.99 -0.75
H: -1.47 -4.48 -0.19
H: 1.15 -4.61 0.33
H: 1.20 -3.08 1.27
H: -1.56 -3.04 0.87
H: 2.33 -3.34 -0.09
Cl: -2.46 -0.16 -1.18
C: 2.38 0.52 2.30
N: 1.13 0.34 3.03
C: 1.08 0.96 4.34
C: 0.00 0.05 2.34
O: 0.01 0.08 1.06
N: -1.13 -0.26 3.03
C: -1.07 -0.89 4.34
C: -2.43 -0.33 2.38
H: 3.21 0.23 2.97
H: 2.52 1.58 2.02
H: 2.40 -0.11 1.40
H: 0.09 1.38 4.54
H: 1.34 0.24 5.14
H: 1.82 1.77 4.37
H: -1.30 -0.17 5.14
H: -1.83 -1.68 4.38
H: -0.09 -1.33 4.51
H: -2.37 0.01 1.35
H: -2.81 -1.36 2.40
H: -3.14 0.30 2.93

As for the energy: -2592.3599 hartree. The orbital gap comes out at 7.15 eV. The calculation puts the HOMO energy at -0.520 hartree. The value obtained for the energy relative to the best compared isomer or geometry (same formula, charge and spin) is 0.000 eV. As for the net charge: +2.

Mulliken charges, unit e, in atom order: -1.1589, 0.9618, 0.3376, 0.3491, 0.3542, -0.5817, -0.1222, 1.2010, 0.6240, -1.1379, -1.1658, 0.4209, 0.4399, 0.3513, 0.3614, 0.3821, 0.3699, -1.1614, 0.4302, 0.2887, 0.2494, 0.5697, -1.1604, -1.1147, 0.3563, 0.4199, 0.3839, -1.2014, 0.3679, 0.4639, 0.4051, 0.2935, 0.2064, 0.3778, -0.4340, -0.9517, 0.1663, -1.2018, 0.3512, -0.2981, 0.1980, -1.1444, -0.8307, 0.4264, 0.3190, 0.1856, 0.4185, 0.3295, 0.4082, 0.3271, 0.3863, 0.4048, 0.0648, 0.3466, 0.3671

---

Below is a 2-piece molecular cluster, C14H35IN3O3PSSi overall, with properties calculated with ωB97M-V/def2-TZVPD.

Positions of all 59 atoms, in Å:
C: -3.90 1.39 -5.72
C: -2.89 1.38 -6.87
O: -2.81 2.33 -7.57
O: -2.10 0.31 -7.17
C: -1.52 -0.33 -6.01
C: -0.18 -0.99 -6.35
C: 0.81 -1.14 -5.15
C: 0.16 -1.18 -3.75
C: 0.26 0.12 -2.89
C: 0.45 1.47 -3.66
Si: 0.97 2.79 -2.37
S: 3.06 2.67 -1.93
I: -0.19 2.41 -0.20
H: -3.44 0.93 -4.82
H: -4.16 2.42 -5.49
H: -4.80 0.81 -5.96
H: -2.24 -1.11 -5.68
H: -1.47 0.40 -5.19
H: 0.33 -0.50 -7.19
H: -0.41 -2.01 -6.71
H: 1.63 -0.41 -5.24
H: 1.30 -2.12 -5.29
H: -0.88 -1.53 -3.75
H: 0.71 -1.96 -3.18
H: 1.03 0.07 -2.10
H: -0.69 0.22 -2.34
H: -0.48 1.87 -4.08
H: 1.26 1.47 -4.40
H: 0.58 4.12 -2.87
H: 3.61 1.75 -2.76
C: 2.17 -1.79 3.42
N: 1.64 -0.45 3.60
C: 2.02 0.37 2.45
P: 0.00 -0.18 4.05
O: -0.66 -0.78 2.82
N: -0.66 -1.30 5.19
C: 0.09 -2.37 5.81
C: -2.03 -1.72 4.95
N: 0.53 0.78 5.40
C: 1.89 0.99 5.86
C: -0.48 1.32 6.29
H: 3.18 -1.75 3.02
H: 1.56 -2.41 2.76
H: 2.28 -2.30 4.38
H: 1.67 1.40 2.58
H: 1.60 -0.01 1.51
H: 3.11 0.43 2.35
H: 0.28 -3.20 5.12
H: -0.47 -2.77 6.66
H: 1.03 -2.01 6.22
H: -2.10 -2.52 4.21
H: -2.63 -0.88 4.59
H: -2.50 -2.06 5.88
H: 2.35 0.05 6.20
H: 1.91 1.68 6.71
H: 2.52 1.43 5.10
H: -0.53 0.75 7.22
H: -1.47 1.29 5.83
H: -0.28 2.37 6.53

As for the energy: -2271.1124 hartree. The orbital gap comes out at 8.00 eV. The calculation puts the HOMO energy at -0.298 hartree. Its SMILES is CC(=O)OCCCCCC[Si@H](S)I.CN(C)P(=O)(N(C)C)N(C)C.

Mulliken charges, unit e, in atom order: -0.8458, 0.7105, -0.5305, -0.3828, 0.2875, -0.7636, -0.6133, -0.9050, -0.5797, -0.3031, 0.4242, -0.3291, -0.0457, 0.3022, 0.2948, 0.2797, 0.3110, -0.3477, 0.2832, 0.2860, 0.3531, 0.3648, 0.4420, 0.4092, 0.3460, 0.2313, 0.1270, 0.2014, -0.1527, 0.1452, -1.1128, 0.1810, -1.2879, 0.9165, -0.8988, 0.2203, -1.0677, -1.1019, 0.0631, -0.7952, -1.0826, 0.3688, 0.3124, 0.3111, 0.3450, 0.4503, 0.3353, 0.3334, 0.3651, 0.2282, 0.3013, 0.3372, 0.3594, 0.2360, 0.3816, 0.2445, 0.3210, 0.3203, 0.4151

---

Below is C35H43ClIrN2Si2 as an isolated structure, with properties calculated with ωB97M-V/def2-TZVPD.

Positions of all 84 atoms, in Å:
C: 3.20 0.74 2.30
C: 3.49 1.47 1.09
C: 2.55 2.58 0.99
H: 4.32 1.25 0.42
C: 1.61 2.43 2.09
C: 2.06 1.33 2.90
H: 1.59 1.04 3.84
H: 3.79 -0.06 2.73
H: 2.55 3.37 0.23
H: 0.72 3.03 2.28
Ir: 1.32 0.84 0.66
Si: -3.09 -1.19 -0.88
C: -1.77 -2.13 -1.80
C: -2.12 -2.98 -2.86
H: -3.17 -3.03 -3.19
C: -1.17 -3.82 -3.45
H: -1.45 -4.52 -4.23
C: 0.17 -3.77 -3.00
H: 0.93 -4.41 -3.47
C: 0.53 -2.91 -1.96
H: 1.57 -2.86 -1.64
C: -0.44 -2.11 -1.37
H: -0.16 -1.46 -0.52
C: -2.86 0.52 -0.13
C: -1.64 1.12 0.32
H: -1.07 0.50 1.04
C: -1.58 2.52 0.54
H: -0.61 3.02 0.65
C: -2.74 3.26 0.61
H: -2.69 4.34 0.82
C: -3.98 2.61 0.39
H: -4.91 3.18 0.52
C: -4.03 1.27 -0.02
H: -4.98 0.84 -0.32
H: 0.38 -0.23 1.60
Si: 0.42 1.04 -1.22
C: -0.41 2.34 -2.27
C: 0.39 3.37 -2.79
H: 1.44 3.41 -2.54
C: -0.18 4.24 -3.73
H: 0.46 4.96 -4.24
C: -1.53 4.17 -4.10
H: -1.95 4.85 -4.83
C: -2.29 3.15 -3.54
H: -3.35 3.08 -3.82
C: -1.72 2.17 -2.73
H: -2.26 1.25 -2.47
C: 1.23 0.18 -2.71
C: 2.62 0.03 -2.79
H: 3.26 0.33 -1.94
C: 3.20 -0.51 -3.94
H: 4.28 -0.60 -4.03
C: 2.38 -0.95 -5.00
H: 2.83 -1.39 -5.90
C: 0.99 -0.80 -4.91
H: 0.35 -1.14 -5.73
C: 0.42 -0.24 -3.77
H: -0.67 -0.18 -3.69
H: -4.08 -1.09 -1.87
Cl: -3.94 -2.46 0.54
C: -1.08 0.20 4.44
N: 0.24 -0.33 4.79
C: 0.53 -0.01 6.18
C: 0.38 -1.78 4.55
C: 1.50 -2.13 3.55
N: 1.07 -2.22 2.19
C: 2.10 -2.34 1.18
C: -0.22 -2.79 1.89
H: -1.07 1.29 4.56
H: -1.85 -0.21 5.12
H: -1.36 -0.04 3.41
H: -0.18 -0.52 6.85
H: 1.54 -0.32 6.43
H: 0.43 1.07 6.35
H: 0.71 -2.25 5.50
H: -0.57 -2.21 4.24
H: 2.32 -1.39 3.62
H: 1.95 -3.10 3.88
H: 3.08 -2.54 1.64
H: 1.84 -3.16 0.50
H: 2.17 -1.39 0.59
H: -0.49 -3.61 2.58
H: -1.03 -2.03 1.95
H: -0.22 -3.15 0.86

As for the energy: -2611.6492 hartree. The orbital gap (alpha / beta) comes out at 6.02 / 4.19 eV. The calculation puts the HOMO energy (alpha / beta) at -0.425 / -0.494 hartree. The spin multiplicity is 6. The value obtained for the energy relative to the best compared isomer or geometry (same formula, charge and spin) is 2.234 eV. The expectation value of S² is 8.79. As for the net charge: +2.

Mulliken charges, unit e, in atom order: -0.6128, -0.6992, -0.4024, 0.5060, -0.9644, 0.1316, 0.6190, 0.6799, 0.5533, 0.8489, 0.9898, 0.1407, 0.6013, -0.4596, 0.4339, -0.8025, 0.4418, -0.9991, 0.4151, -0.7938, 0.3385, 0.3532, 0.7512, -0.1144, 1.7820, -0.9413, -0.4284, 0.1611, -0.7273, 0.4934, -1.0023, 0.4184, -0.2286, 0.4963, -0.4880, -0.3217, 1.5402, -0.8399, 0.3470, -0.7371, 0.4307, -0.7054, 0.4388, -0.9536, 0.4472, 0.3507, 0.3074, 0.9574, -0.3287, 0.1185, -0.6504, 0.4486, -0.6847, 0.4113, -0.7684, 0.4353, -0.3631, 0.3586, -0.2871, -0.3311, -1.0822, 0.3302, -1.3000, -1.2210, -0.3789, 0.4123, -0.6190, -0.9986, 0.4050, 0.4071, 0.1713, 0.4370, 0.3850, 0.3774, 0.3997, 0.4865, 0.1107, 0.5201, 0.5097, 0.4707, -0.0226, 0.5143, 0.1641, 0.4090